Below is C12H9AuF9I2O5RuS as an isolated structure, with properties calculated with ωB97M-V/def2-TZVPD.

Properties
2S+1: 8
ΔE to the lowest compared entry with this formula, charge and spin: 35.19 kcal/mol
LUMO energy (spin up / spin down): -15.3 / -19.1 eV
highest occupied orbital energy (spin up / spin down): -22.69 / -23.74 eV
frontier orbital gap (spin up / spin down): 7.36 / 4.67 eV
net charge: +4

XYZ file:
```
40
Properties=species:S:1:pos:R:3:mulliken_charge:R:1
I -3.73728 0.87754 -0.77333 0.638
I 1.71023 -2.83384 2.09272 0.741
Au 1.01314 -0.67420 0.55683 0.976
Ru -1.01314 0.67420 -0.55683 0.465
S -0.89994 -1.73898 -0.48394 -0.226
C -0.70326 0.88709 -2.40455 0.224
C -0.73092 2.53215 -0.32975 0.179
C -0.73239 -2.68028 -2.10226 1.551
C -0.46686 -4.12032 -1.63587 -1.600
C 0.39727 -2.19289 -2.99874 -1.452
C -2.10351 -2.56373 -2.77759 -1.557
C 2.16722 0.51968 1.45041 0.333
C 2.36349 -0.95544 -0.73929 0.130
O -0.65635 3.67505 -0.22170 -0.038
O -0.54575 1.03786 -3.53514 -0.079
O 2.89511 1.21911 2.00413 -0.128
O 3.22713 -1.19251 -1.46153 -0.086
H -0.33815 -4.75737 -2.51913 0.483
H -1.30388 -4.50610 -1.04770 0.461
H 0.44167 -4.17595 -1.02902 0.402
H 0.06693 -2.25417 -4.04271 0.393
H 1.27918 -2.82717 -2.89258 0.359
H 0.67380 -1.15632 -2.79833 0.181
H -2.08783 -3.15165 -3.70302 0.509
H -2.34543 -1.52876 -3.02976 0.344
H -2.89826 -2.94935 -2.13311 0.463
F -3.32116 1.44308 2.66210 -0.152
C -2.43672 1.00410 3.63230 0.302
F -2.57228 1.82273 4.74151 -0.113
F -2.83107 -0.27501 3.98796 -0.163
C -0.96895 1.00158 3.08014 1.136
O -1.02065 0.08458 1.97608 -0.239
C -0.58191 2.48336 2.78945 0.174
F -0.44811 3.18797 3.97374 -0.145
F 0.61166 2.59004 2.11998 -0.196
F -1.57526 3.12434 2.07980 -0.238
C -0.06436 0.38524 4.20414 0.492
F -0.20193 1.07233 5.39867 -0.148
F -0.41143 -0.93528 4.43226 -0.193
F 1.26647 0.40960 3.88527 -0.182
```

=====

Below is a 2-piece molecular cluster, C8H12N3 overall, with properties calculated with ωB97M-V/def2-TZVPD.

Properties
ΔE to the lowest compared entry with this formula, charge and spin: 114.64 kcal/mol
LUMO energy: -4.4 eV
highest occupied orbital energy: -12.33 eV
frontier orbital gap: 7.91 eV
net charge: +1

XYZ file:
```
23
Properties=species:S:1:pos:R:3:mulliken_charge:R:1
C 3.05179 -0.09141 0.59556 -0.639
C 2.50782 -1.12210 1.37583 -0.518
C 2.00900 0.59841 0.10144 -0.602
C 1.19428 -0.99965 1.31319 0.081
C -2.61349 0.37203 0.43381 -0.572
C -1.29738 0.26018 1.04951 0.127
C -3.45429 -0.64063 0.45809 -0.757
C -0.62701 1.00528 -2.00507 -0.246
N 0.87227 0.11130 0.65327 0.494
N -0.31478 0.51566 0.29184 -0.628
N 0.47386 0.43230 -2.32404 -0.242
H 4.08379 0.10771 0.42181 0.460
H 3.09637 -1.90416 2.04923 0.288
H 1.93896 1.51268 -0.47110 0.624
H 0.42671 -1.58357 1.99839 0.220
H -2.64563 1.16310 -0.35283 0.509
H -1.16497 -0.30209 2.03141 0.417
H -3.38784 -1.45319 1.08437 0.321
H -4.19823 -0.74484 -0.26737 0.285
H -1.50594 0.30627 -1.89121 0.400
H -0.58897 2.07870 -1.85305 0.360
H 1.35020 0.91437 -2.56764 0.324
H 0.79350 -0.53636 -2.12544 0.296
```

=====

Below is C33H22Cl2N6O5Pd as an isolated structure, with properties calculated with ωB97M-V/def2-TZVPD.

Properties
ΔE to the lowest compared entry with this formula, charge and spin: 29.56 kcal/mol
LUMO energy (spin up / spin down): -3.0 / -3.0 eV
highest occupied orbital energy (spin up / spin down): -7.59 / -7.59 eV
frontier orbital gap (spin up / spin down): 4.58 / 4.57 eV

XYZ file:
```
69
Properties=species:S:1:pos:R:3:mulliken_charge:R:1
Pd 0.74195 0.20090 0.43852 0.857
C 1.01379 -5.65536 0.66695 -0.972
O 1.27673 -4.26180 0.57771 -0.211
C 2.55001 -3.87886 0.68674 0.613
C 3.63750 -4.65423 0.84437 -0.597
C 4.96502 -4.06628 0.95845 -0.632
C 5.17994 -2.75007 0.95590 -1.212
C 4.06605 -1.81255 0.81730 0.783
C 4.31244 -0.49068 0.87161 -0.783
N 3.28101 0.47953 0.76067 0.495
N 3.74720 1.63278 0.73855 -0.425
C 2.70661 2.62635 0.36025 0.419
O 1.67597 2.26681 -0.16601 -0.459
C 3.05428 4.02300 0.61478 0.435
C 4.37074 4.43962 0.81321 -0.262
C 4.62960 5.78230 1.02987 -0.636
C 3.58113 6.69309 1.06888 -0.323
C 2.26695 6.27479 0.89273 -0.579
C 2.00077 4.94104 0.65516 -0.401
C 2.68537 -2.39215 0.57453 0.652
O 1.68794 -1.76433 0.26190 -0.432
H -0.06219 -5.75944 0.57516 0.213
H 1.34642 -6.04545 1.63142 0.400
H 1.50999 -6.19176 -0.14497 0.388
H 3.54572 -5.72980 0.89130 0.451
H 5.80332 -4.74201 1.06626 0.389
H 6.17713 -2.34728 1.07006 0.362
H 5.32293 -0.11154 0.97943 0.368
H 5.17614 3.71974 0.78678 0.426
H 5.64733 6.11989 1.16970 0.390
H 3.79053 7.74117 1.23872 0.386
H 1.44691 6.97842 0.93888 0.495
H 0.98362 4.60570 0.51290 0.233
N -0.48051 1.53400 1.04357 -0.419
C -1.37182 2.26961 1.13851 0.482
C -2.28730 3.28840 1.27260 -0.043
C -1.82386 4.57098 0.88031 0.165
N -1.38390 5.59585 0.58622 -0.535
C -3.57696 3.08931 1.82596 0.095
N -4.62948 2.93985 2.26841 -0.567
Cl -0.39366 1.04807 -2.51619 -0.156
C -1.16761 -0.40458 -3.09018 0.593
C -0.47199 -1.22651 -3.94669 -0.725
C -1.03086 -2.43299 -4.34774 -0.553
C -2.29056 -2.77100 -3.89084 -0.648
C -2.98419 -1.92688 -3.03610 0.551
Cl -4.59901 -2.40199 -2.58926 -0.191
C -2.43527 -0.72944 -2.56755 -0.430
N -3.05050 0.13218 -1.69625 0.140
C -4.00303 -0.12316 -0.67114 -0.331
C -5.10335 0.72928 -0.65581 -0.294
C -6.07541 0.64508 0.32243 -0.766
C -5.96038 -0.32276 1.30580 -0.718
C -4.86707 -1.17165 1.29203 -1.098
C -3.86300 -1.09158 0.32640 1.410
C -2.70805 -2.06490 0.47296 -0.934
C -1.39346 -1.36374 0.74993 0.892
O -0.70360 -1.03607 -0.29792 0.072
O -1.00110 -1.08102 1.87738 -0.673
H 0.50976 -0.92403 -4.28277 0.432
H -0.49148 -3.09465 -5.00990 0.399
H -2.76956 -3.68703 -4.20708 0.434
H -2.63643 1.04911 -1.65112 0.202
H -5.18369 1.46477 -1.44651 0.480
H -6.91312 1.32802 0.31363 0.370
H -6.69961 -0.40311 2.09055 0.400
H -4.75984 -1.90764 2.07892 0.341
H -2.60287 -2.69450 -0.41339 0.283
H -2.91603 -2.69685 1.33310 0.508
```

=====

Below is a 2-piece molecular cluster, C9H13NO overall, with properties calculated with ωB97M-V/def2-TZVPD.

Properties
ΔE to the lowest compared entry with this formula, charge and spin: 74.60 kcal/mol
SMILES string: CNC(C)=O.c1ccccc1
LUMO energy: 0.7 eV
highest occupied orbital energy: -9.46 eV
frontier orbital gap: 10.20 eV

XYZ file:
```
24
Properties=species:S:1:pos:R:3:mulliken_charge:R:1
C -2.86368 1.64050 -0.68283 -0.799
N -2.20875 0.74934 0.29155 -0.188
C -2.18191 -0.59385 0.09876 0.634
C -1.49559 -1.54492 1.03915 -0.945
O -3.07025 -1.15778 -0.55508 -0.626
H -3.19379 0.78189 -1.55549 0.274
H -3.75508 2.21555 -0.21163 0.261
H -1.99913 2.13968 -1.26450 0.320
H -1.30713 1.29525 0.71420 0.569
H -0.64065 -0.96492 1.51434 0.327
H -0.85358 -2.47094 0.55634 0.252
H -2.17322 -2.12692 1.82360 0.272
C 2.05853 1.27029 0.41932 -0.487
C 3.30423 0.65190 0.22591 -0.403
C 3.36933 -0.54909 -0.41715 -0.483
C 2.18697 -1.30790 -0.72012 -0.634
C 0.98617 -0.68435 -0.53011 -0.006
C 0.89035 0.61430 -0.00693 -0.255
H 2.02529 2.15728 1.07845 0.307
H 4.20546 1.17120 0.49636 0.368
H 4.35523 -0.97627 -0.48202 0.333
H 2.26498 -2.28984 -1.19225 0.376
H 0.06735 -1.15372 -0.85242 0.528
H 0.02885 1.13331 0.21255 0.005
```

=====

Below is C7H14O3 in the gas phase, with properties calculated with ωB97M-V/def2-TZVPD.

Properties
ΔE to the lowest compared entry with this formula, charge and spin: 52.26 kcal/mol
SMILES string: OC[C@@H](O)CC1(CO)CC1
LUMO energy: 0.6 eV
highest occupied orbital energy: -10.14 eV
frontier orbital gap: 10.73 eV

XYZ file:
```
24
Properties=species:S:1:pos:R:3:mulliken_charge:R:1
O 0.00077 -1.95573 3.31077 -0.494
C 0.76216 -1.27890 2.35705 -0.446
C -0.03924 -0.80905 1.15598 0.173
O -1.26585 -0.18221 1.69243 -0.594
C 0.78720 0.02604 0.18184 -1.234
C 0.04730 0.49953 -1.06077 1.257
C -0.79291 1.75533 -0.91743 -0.836
O -0.02467 2.91506 -0.64466 -0.540
C 0.71812 0.31429 -2.39901 -0.756
C -0.45650 -0.54629 -2.02201 -0.773
H -0.84000 -2.30170 2.88042 0.330
H 1.59213 -1.92015 2.02844 0.267
H 1.06302 -0.24909 2.74091 0.267
H -0.37776 -1.71798 0.62797 0.297
H -1.98511 -0.31244 1.06972 0.332
H 1.21155 0.89006 0.71926 0.445
H 1.64394 -0.59444 -0.12204 0.352
H -1.31383 1.94859 -1.86595 0.396
H -1.56483 1.62456 -0.14331 0.193
H 0.23738 2.91786 0.27982 0.335
H 1.70667 -0.14703 -2.41713 0.229
H 0.56506 1.08736 -3.15423 0.269
H -1.41007 -0.37205 -2.52404 0.275
H -0.26454 -1.59163 -1.77404 0.257
```

=====

Below is C24H43N2P3S2V as an isolated structure, with properties calculated with ωB97M-V/def2-TZVPD.

Properties
2S+1: 3
LUMO energy (spin up / spin down): -10.9 / -12.2 eV
highest occupied orbital energy (spin up / spin down): -16.65 / -16.42 eV
frontier orbital gap (spin up / spin down): 5.76 / 4.20 eV
net charge: +3

XYZ file:
```
75
Properties=species:S:1:pos:R:3:mulliken_charge:R:1
V 0.74215 0.09021 -0.42157 -0.565
P -1.29239 -1.48120 -0.00801 0.983
P 2.70970 0.40198 1.28257 1.097
P 1.80281 -2.22579 -0.91054 1.378
H -2.19933 2.63785 -3.85276 0.277
C -2.48801 1.58722 -3.93377 -0.510
C -3.37491 1.02955 -3.10217 -0.579
H -3.86345 1.59831 -2.30069 0.326
C -2.84468 -0.56611 0.24492 -0.525
C -1.32627 -2.61097 1.44580 -1.339
C -1.83648 -2.63529 -1.31452 -1.234
C 4.23610 1.22884 0.68262 -1.314
C 2.42785 1.49396 2.72313 -1.301
C 3.52465 -0.96889 2.19928 -1.308
C 1.16804 -2.71299 -2.57277 -1.188
C 1.69481 -3.78918 0.06084 -1.507
C 3.60261 -2.20287 -1.28127 -1.235
H -2.04040 1.03011 -4.77317 0.253
H -3.69465 -0.01994 -3.20155 0.282
H -2.97376 0.13371 -0.58060 -0.044
H -2.81108 -0.01149 1.18874 0.171
H -3.66263 -1.29681 0.24454 0.585
H -1.61760 -2.06418 2.34971 0.370
H -0.36044 -3.09761 1.62601 0.258
H -2.08014 -3.39257 1.25862 0.476
H -1.78550 -2.12018 -2.27775 0.382
H -2.87667 -2.91054 -1.09949 0.562
H -1.22283 -3.54174 -1.33987 0.344
H 5.05857 1.13004 1.40784 0.472
H 4.05056 2.29785 0.52431 0.421
H 4.55697 0.80425 -0.27473 0.275
H 3.29558 1.48875 3.40566 0.558
H 1.54185 1.17834 3.28441 0.338
H 2.24669 2.52763 2.39816 0.353
H 4.13712 -0.57482 3.02856 0.501
H 4.16982 -1.57674 1.55733 0.336
H 2.76483 -1.64101 2.63342 0.348
H 2.00842 -3.05349 -3.18880 0.509
H 0.69440 -1.85073 -3.06177 0.186
H 0.44181 -3.52765 -2.48233 0.433
H 2.46755 -4.50260 -0.26411 0.499
H 0.71700 -4.27232 -0.05774 0.471
H 1.85344 -3.58802 1.12797 0.319
H 3.81275 -2.97835 -2.03349 0.595
H 4.19259 -2.42200 -0.38189 0.346
H 3.89895 -1.22400 -1.68922 0.214
C 2.49795 0.93061 -3.74425 0.714
C 3.88497 1.13296 -4.00403 -0.403
C 4.33332 1.39638 -5.29133 -0.784
C 3.40403 1.43642 -6.35330 -0.379
C 2.04465 1.17327 -6.12220 -0.677
C 1.59833 0.90654 -4.83145 -0.238
S 2.07610 0.78241 -2.13169 0.073
H -0.82911 -0.17395 -1.00909 0.319
H 4.58826 1.08558 -3.16954 0.325
H 5.40006 1.60748 -5.44363 0.422
H 3.72960 1.74628 -7.35701 0.410
H 1.32718 1.22680 -6.94532 0.433
H 0.55737 0.67367 -4.59987 0.258
N 0.46426 3.33152 -0.75106 -0.266
C -0.40450 2.86066 0.21365 -0.128
N -0.29031 1.63368 0.72834 0.914
C -1.04071 1.56115 1.93867 -1.066
C -1.02147 0.53736 2.89871 -0.408
C -2.04629 0.48507 3.86133 -0.889
C -3.01034 1.50112 3.92015 -0.834
C -3.01902 2.53984 2.97860 -0.418
C -2.00327 2.58786 2.02015 0.913
S -1.78508 3.78789 0.73855 -0.145
H 0.25172 4.23716 -1.14478 0.296
H 1.45461 3.10726 -0.67819 0.085
H -0.22752 -0.22261 2.87971 0.838
H -2.07188 -0.36448 4.55535 0.451
H -3.75168 1.45933 4.71474 0.431
H -3.76683 3.32732 2.97325 0.483
```